The molecule C6H15NO at a distorted geometry, computed with ωB97M-V/def2-TZVPD.

Output
Molar mass: 117.2 g/mol
Gap between HOMO and LUMO: 0.368 Eh
ΔE to the lowest compared entry with this formula, charge and spin: 26.16 kcal per mole
Total energy: -10002.623 eV
HOMO: -8.93 eV

Element x y z (Å)
C: -0.171 -0.360 -1.558
N: 0.477 -0.040 -0.270
C: -0.239 -0.580 0.884
C: -0.875 0.530 1.706
C: -1.956 0.004 2.646
O: 0.121 1.186 2.481
C: 0.672 0.182 -2.707
C: 1.847 -0.700 -3.110
H: -0.354 -1.433 -1.671
H: -1.120 0.175 -1.539
H: 1.440 -0.353 -0.274
H: -0.995 -1.316 0.590
H: 0.406 -1.131 1.576
H: -1.371 1.233 1.042
H: -2.807 -0.341 2.069
H: -1.590 -0.849 3.223
H: -2.261 0.782 3.341
H: 0.570 1.805 1.895
H: 1.023 1.179 -2.438
H: 0.008 0.348 -3.557
H: 1.506 -1.686 -3.435
H: 2.419 -0.230 -3.899
H: 2.468 -0.903 -2.233

A cluster of 2 separate species, C6H8S in total at a distorted geometry, computed with ωB97M-V/def2-TZVPD.

Output
Molar mass: 112.2 g/mol
Gap between HOMO and LUMO: 0.321 Eh
ΔE to the lowest compared entry with this formula, charge and spin: 118.88 kcal per mole
Total energy: -17181.316 eV
HOMO: -7.77 eV

Element x y z (Å)
C: -0.118 0.201 2.004
C: -0.585 -0.490 0.777
C: 1.286 0.528 1.949
C: 0.364 -0.521 -0.097
C: 1.771 -0.043 0.556
C: -1.405 -0.022 1.907
S: -2.670 -0.843 -3.006
H: 1.674 1.545 2.102
H: 1.759 0.110 2.785
H: 0.522 -1.133 -0.906
H: -2.561 0.049 -3.988
H: 2.391 0.590 -0.064
H: 2.301 -1.038 0.523
H: -2.432 0.184 2.176
H: -1.466 -1.390 -3.345

A structure of composition C33H25BrCl3GeIN5O2Zr at a distorted geometry, computed with ωB97M-V/def2-TZVPD.

Output
Molar mass: 1000.6 g/mol
Net charge: +3
Gap between HOMO and LUMO: 0.213 Eh
ΔE to the lowest compared entry with this formula, charge and spin: 9.21 kcal per mole
Total energy: -219654.778 eV
HOMO: -16.13 eV

Element x y z (Å)
Zr: -0.272 0.013 1.082
N: 0.633 -5.674 -8.218
C: 0.338 -5.093 -7.272
C: -0.020 -4.366 -6.091
C: -1.021 -3.397 -6.143
C: -1.356 -2.691 -5.003
C: -0.694 -2.959 -3.812
C: 0.294 -3.931 -3.748
C: 0.634 -4.632 -4.889
N: -1.046 -2.219 -2.634
C: -2.303 -1.771 -2.308
C: -2.184 -1.121 -1.126
N: -0.849 -1.130 -0.725
C: -0.209 -1.818 -1.677
H: -1.529 -3.196 -7.076
H: -2.114 -1.920 -5.057
H: 0.775 -4.174 -2.808
H: 1.396 -5.398 -4.852
H: -3.175 -1.977 -2.903
H: -2.970 -0.659 -0.559
H: 0.836 -2.058 -1.679
Ge: 1.853 2.035 1.955
C: 2.028 3.871 1.361
C: 3.097 4.612 1.862
C: 3.247 5.936 1.476
C: 2.338 6.513 0.601
C: 1.272 5.774 0.103
C: 1.110 4.451 0.482
C: 0.186 1.578 2.970
C: 0.063 0.323 3.602
C: -1.068 0.031 4.370
C: -2.043 0.999 4.561
C: -1.897 2.262 3.996
C: -0.809 2.538 3.178
H: 2.974 1.552 2.872
H: 3.806 4.161 2.546
H: 4.075 6.516 1.861
H: 2.459 7.546 0.304
H: 0.566 6.231 -0.578
H: 0.273 3.880 0.099
H: 0.933 -0.332 3.671
H: -1.145 -0.916 4.892
H: -2.897 0.787 5.191
H: -2.631 3.031 4.199
H: -0.687 3.527 2.749
Br: 3.696 -1.864 -3.077
C: 2.949 -0.855 -1.676
C: 2.403 0.398 -1.937
C: 1.869 1.143 -0.897
C: 1.896 0.671 0.428
C: 2.409 -0.631 0.659
C: 2.925 -1.385 -0.382
H: 2.438 0.803 -2.940
H: 1.515 2.148 -1.100
H: 2.566 -0.984 1.677
H: 3.369 -2.354 -0.191
Cl: -3.705 2.164 -1.141
C: -3.231 2.555 0.546
Cl: -4.564 2.254 1.638
Cl: -2.659 4.205 0.656
C: -2.095 1.563 0.757
O: -0.947 1.745 0.237
O: -2.260 0.478 1.405
I: -0.310 -5.415 4.482
C: -0.854 -3.840 3.242
C: -2.120 -3.529 2.767
N: -2.009 -2.431 2.012
N: -0.733 -1.983 1.964
C: -0.032 -2.848 2.720
H: -3.057 -4.042 2.920
H: -2.760 -1.949 1.547
H: 1.035 -2.756 2.858

A structure of composition C4H5GaLiO5 at a distorted geometry, computed with ωB97M-V/def2-TZVPD.

Output
Molar mass: 209.7 g/mol
Net charge: +4
2S+1: 2
⟨S²⟩: 0.756
Gap between HOMO and LUMO (alpha / beta): 0.081 / 0.167 Eh
ΔE to the lowest compared entry with this formula, charge and spin: 107.36 kcal per mole
Total energy: -66990.480 eV
HOMO (alpha / beta): -24.78 / -26.94 eV

Element x y z (Å)
O: 2.810 -1.291 -0.265
C: 2.118 -0.226 -0.088
O: 2.651 0.754 0.474
O: 0.890 -0.238 -0.538
C: -1.206 0.634 -0.519
C: 0.198 1.065 -0.711
Ga: 4.000 -0.303 0.653
H: -1.868 1.500 -0.422
H: -1.347 0.144 -1.542
H: 0.494 1.790 0.055
H: 0.399 1.397 -1.736
Li: 2.260 -2.767 -1.275
O: -1.626 -0.355 0.495
C: -2.738 -0.307 1.031
O: -3.099 -1.034 1.979
H: -3.935 -0.765 2.408

A structure of composition C30H11CuF16GeNS, computed with ωB97M-V/def2-TZVPD.

Output
Molar mass: 857.6 g/mol
Net charge: -1
Gap between HOMO and LUMO: 0.283 Eh
ΔE to the lowest compared entry with this formula, charge and spin: 13.51 kcal per mole
Total energy: -188249.737 eV
HOMO: -5.42 eV

Element x y z (Å)
Cu: -0.546 0.154 0.100
F: -1.386 6.112 -1.123
C: -1.245 4.785 -0.855
C: -2.048 3.876 -1.508
C: -1.892 2.524 -1.224
C: -0.955 2.030 -0.304
C: -0.170 3.016 0.320
C: -0.303 4.375 0.064
H: -2.782 4.227 -2.225
H: -2.539 1.826 -1.748
H: 0.593 2.714 1.031
H: 0.316 5.107 0.571
F: 2.950 2.609 3.165
C: 3.848 3.310 2.463
C: 4.732 2.643 1.628
C: 5.593 3.427 0.887
F: 6.453 2.862 0.025
C: 5.618 4.807 0.999
F: 6.473 5.539 0.275
C: 4.747 5.434 1.868
F: 4.768 6.761 1.989
C: 3.848 4.684 2.607
F: 3.000 5.293 3.439
Ge: 4.423 0.678 1.392
S: 2.458 0.289 0.826
C: 5.946 0.025 0.255
C: 5.749 -0.626 -0.952
F: 4.526 -0.788 -1.453
C: 6.804 -1.138 -1.691
F: 6.589 -1.768 -2.850
C: 8.095 -0.999 -1.218
F: 9.118 -1.489 -1.920
C: 8.326 -0.351 -0.018
F: 9.580 -0.219 0.429
C: 7.251 0.147 0.695
F: 7.503 0.786 1.848
C: 4.961 -0.212 3.131
C: 5.224 0.378 4.355
F: 5.474 1.689 4.453
C: 5.305 -0.357 5.527
F: 5.556 0.245 6.695
C: 5.132 -1.728 5.491
F: 5.198 -2.440 6.617
C: 4.905 -2.359 4.282
F: 4.763 -3.689 4.243
C: 4.822 -1.591 3.137
F: 4.590 -2.225 1.976
N: 0.027 -1.711 0.516
C: 0.236 -2.237 1.850
C: 0.065 -1.415 2.951
C: 0.386 -1.880 4.218
C: 0.861 -3.171 4.391
C: 1.005 -4.005 3.291
C: 0.693 -3.537 2.023
H: 0.969 -1.484 0.160
H: -0.362 -2.429 -0.083
H: -0.276 -0.398 2.805
H: 0.278 -1.219 5.069
H: 1.136 -3.528 5.377
H: 1.383 -5.012 3.411
H: 0.840 -4.173 1.157

A structure of composition C20H21EuN3O2S2 at a distorted geometry, computed with ωB97M-V/def2-TZVPD.

Output
Molar mass: 551.5 g/mol
2S+1: 8
⟨S²⟩: 16.054
Gap between HOMO and LUMO (alpha / beta): 0.107 / 0.269 Eh
Total energy: -70642.253 eV
HOMO (alpha / beta): -4.39 / -8.09 eV

Element x y z (Å)
C: -3.733 0.059 0.015
C: -3.291 1.050 -1.092
H: -3.408 -0.974 -0.173
H: -4.818 -0.002 0.090
H: -3.445 0.353 1.044
H: -2.490 0.712 -1.790
H: -4.149 1.219 -1.769
H: -2.972 2.016 -0.673
C: 0.313 -2.830 0.129
C: 1.291 -3.835 0.057
C: 2.464 -3.574 -0.654
C: 2.628 -2.313 -1.246
H: -0.608 -2.963 0.713
H: 1.110 -4.779 0.565
H: 3.250 -4.326 -0.730
H: 3.524 -2.042 -1.781
N: 0.449 -1.648 -0.494
C: 1.601 -1.350 -1.152
C: 1.750 0.041 -1.654
N: 0.726 0.891 -1.360
C: 0.863 2.205 -1.637
C: 3.007 1.857 -2.669
C: 1.986 2.727 -2.287
H: 0.047 2.839 -1.274
H: 2.034 3.797 -2.486
C: 2.895 0.502 -2.339
H: 3.672 -0.220 -2.583
H: 3.891 2.223 -3.189
Eu: -1.289 0.210 0.135
C: -1.402 2.891 0.699
H: -1.873 3.529 -0.065
H: -0.355 3.169 0.865
H: -1.982 2.862 1.636
O: 0.023 2.082 3.266
S: 0.352 0.671 3.337
O: 1.689 0.249 2.994
N: -0.702 -0.195 2.370
C: -1.496 -1.101 3.002
S: -2.507 -2.103 2.116
C: -1.333 -1.008 4.442
C: -2.062 -1.639 5.455
C: -1.904 -1.224 6.776
C: -0.984 -0.213 7.091
C: -0.155 0.336 6.101
C: -0.347 -0.075 4.791
H: -2.764 -2.425 5.185
H: -2.489 -1.679 7.579
H: -0.870 0.127 8.118
H: 0.598 1.097 6.306

A structure of composition C27H34F3N6O2PtSSi at a distorted geometry, computed with ωB97M-V/def2-TZVPD.

Output
Molar mass: 786.8 g/mol
Net charge: -1
Gap between HOMO and LUMO: 0.224 Eh
ΔE to the lowest compared entry with this formula, charge and spin: 46.80 kcal per mole
Total energy: -71700.587 eV
HOMO: -4.09 eV

Element x y z (Å)
Pt: -0.094 0.560 0.094
C: 3.065 4.825 0.561
Si: 1.463 5.085 -0.415
C: 1.967 5.765 -2.119
C: 0.379 6.369 0.479
C: 0.447 3.523 -0.556
C: 0.893 2.289 -0.374
H: 3.652 5.743 0.630
H: 3.686 4.067 0.084
H: 2.856 4.484 1.575
H: 2.390 6.768 -2.026
H: 1.121 5.823 -2.804
H: 2.723 5.129 -2.581
H: 0.971 6.996 1.148
H: -0.381 5.868 1.079
H: -0.133 7.026 -0.225
N: 1.849 -3.655 1.087
C: 1.304 -2.962 0.031
C: 1.542 -1.594 -0.143
N: 0.981 -0.903 -1.138
C: 0.275 -1.625 -2.032
C: 0.114 -2.980 -1.890
N: 0.590 -3.666 -0.844
H: 2.021 -3.111 1.917
H: 1.408 -4.544 1.254
H: 2.190 -1.045 0.529
H: -0.156 -1.081 -2.860
H: -0.427 -3.563 -2.625
F: 8.772 -1.601 -1.641
C: 8.540 -0.856 -0.539
F: 8.901 -1.620 0.516
F: 9.463 0.146 -0.581
C: 7.146 -0.351 -0.456
C: 6.581 -0.054 0.783
C: 5.300 0.442 0.865
C: 4.541 0.670 -0.302
C: 5.123 0.347 -1.547
C: 6.402 -0.154 -1.619
C: 3.257 1.222 -0.257
C: 2.130 1.706 -0.261
H: 7.159 -0.224 1.683
H: 4.857 0.663 1.827
H: 4.535 0.489 -2.443
H: 6.839 -0.409 -2.575
O: -3.364 -0.477 -1.958
C: -2.980 -1.054 -0.958
C: -3.702 -2.279 -0.369
C: -2.816 -2.716 0.784
C: -1.742 -1.635 0.820
O: -0.842 -1.583 1.653
N: -1.888 -0.755 -0.207
H: -3.812 -3.033 -1.148
H: -4.700 -1.979 -0.047
H: -2.323 -3.672 0.601
H: -3.335 -2.762 1.742
C: -4.986 1.486 3.071
C: -4.210 0.618 2.079
N: -3.851 1.352 0.888
C: -2.738 2.154 0.777
S: -1.340 1.763 1.831
N: -2.632 3.159 0.004
C: -3.627 3.550 -0.964
C: -3.381 2.864 -2.308
H: -5.265 0.908 3.954
H: -5.889 1.873 2.596
H: -4.365 2.327 3.378
H: -4.815 -0.249 1.793
H: -3.284 0.267 2.535
H: -4.612 1.583 0.267
H: -0.630 3.651 -0.612
H: -3.519 4.634 -1.081
H: -4.665 3.368 -0.631
H: -2.367 3.078 -2.647
H: -4.093 3.215 -3.059
H: -3.478 1.787 -2.195

A cluster of 2 separate species, C11H15IN4O4S in total at a distorted geometry, computed with ωB97M-V/def2-TZVPD.

Output
Molar mass: 426.2 g/mol
Gap between HOMO and LUMO: 0.220 Eh
ΔE to the lowest compared entry with this formula, charge and spin: 0.00 kcal per mole
Total energy: -44732.681 eV
HOMO: -8.22 eV

Element x y z (Å)
C: 3.192 -3.455 -0.282
S: 1.695 -3.770 -1.245
O: 1.783 -5.076 -1.821
O: 1.634 -2.767 -2.250
N: 0.311 -3.782 -0.202
C: -0.888 -3.209 -0.889
C: -1.340 -1.835 -0.345
C: -0.227 -0.981 0.305
I: -1.173 0.053 2.001
C: 0.350 0.162 -0.588
O: -0.214 1.275 -0.502
O: 1.332 -0.082 -1.287
N: 0.868 -1.808 0.916
C: 0.515 -3.084 0.998
N: 0.328 -3.612 2.203
H: 3.415 -2.392 -0.403
H: 3.974 -4.010 -0.797
H: 3.089 -3.699 0.776
H: -0.765 -3.210 -1.972
H: -1.717 -3.901 -0.705
H: -2.166 -1.911 0.362
H: -1.723 -1.262 -1.194
H: 1.121 -1.487 1.848
H: -0.304 -3.146 2.845
H: 0.739 -4.473 2.532
N: -2.632 5.745 0.777
C: -2.008 6.800 0.255
C: -0.818 6.719 -0.451
C: -0.239 5.472 -0.623
C: -0.869 4.360 -0.087
C: -2.059 4.553 0.599
H: -2.496 7.756 0.417
H: -0.358 7.611 -0.856
H: 0.690 5.366 -1.168
H: -0.451 3.367 -0.199
H: -2.590 3.713 1.032

The molecule C6H6N2O at a distorted geometry, computed with ωB97M-V/def2-TZVPD.

Output
Molar mass: 122.1 g/mol
Gap between HOMO and LUMO: 0.273 Eh
ΔE to the lowest compared entry with this formula, charge and spin: 53.08 kcal per mole
Total energy: -11344.130 eV
HOMO: -8.35 eV

Element x y z (Å)
C: -1.571 1.318 1.360
C: 0.102 0.195 -0.182
C: 0.607 1.094 -1.102
C: 1.491 0.238 -1.977
C: 1.822 -1.050 -1.531
C: 0.802 -1.204 -0.410
H: -2.318 0.459 3.110
H: -1.631 2.320 0.794
H: -0.822 -0.609 1.339
H: 0.319 2.148 -1.405
H: 2.075 0.583 -2.912
H: 2.624 -1.814 -1.877
N: -2.326 1.278 2.383
N: -0.791 0.272 0.888
O: 0.256 -2.186 0.137

The molecule C7H9O2P at a distorted geometry, computed with ωB97M-V/def2-TZVPD.

Output
Molar mass: 156.1 g/mol
Gap between HOMO and LUMO: 0.324 Eh
ΔE to the lowest compared entry with this formula, charge and spin: 52.99 kcal per mole
Total energy: -20786.439 eV
HOMO: -8.57 eV

Element x y z (Å)
C: -2.001 -0.321 -0.879
C: -1.088 -1.399 -0.622
C: -1.968 0.781 -0.108
C: -0.086 -1.281 0.294
C: 1.009 0.783 -0.166
C: -1.108 0.853 1.103
C: 0.138 0.093 0.840
O: 0.722 1.748 -0.786
O: 3.310 -0.722 0.694
P: 2.687 0.021 -0.431
H: -2.649 -0.435 -1.792
H: -1.153 -2.412 -1.033
H: -2.593 1.572 0.031
H: 0.579 -2.118 0.507
H: -0.839 1.860 1.216
H: -1.629 0.645 2.035
H: 0.892 0.225 1.743
H: 3.454 0.913 -1.174
H: 2.323 -0.804 -1.474

A cluster of 3 separate species, C13H28B3FN2O4Si in total at a distorted geometry, computed with ωB97M-V/def2-TZVPD.

Output
Molar mass: 355.9 g/mol
Gap between HOMO and LUMO: 0.374 Eh
Total energy: -37734.281 eV
HOMO: -9.92 eV

Element x y z (Å)
C: -1.030 1.288 2.465
Si: -2.435 -0.025 2.062
C: -2.647 0.080 0.112
C: -4.121 0.467 2.913
O: -1.935 -1.682 2.390
C: -1.955 -1.997 3.827
C: -0.509 -1.804 4.581
B: 0.646 -2.609 3.727
O: 2.068 -2.119 3.789
B: 2.319 -1.668 2.384
O: 2.147 -2.639 1.263
B: 0.903 -3.406 1.478
F: 0.072 -3.792 0.273
O: 0.399 -3.786 2.839
H: -1.469 2.389 2.557
H: -0.330 1.288 1.527
H: -0.378 0.984 3.391
H: -3.275 1.007 -0.228
H: -3.026 -0.951 -0.295
H: -1.547 0.221 -0.310
H: -3.938 0.533 4.090
H: -4.842 -0.461 2.737
H: -4.581 1.463 2.502
H: -2.762 -1.423 4.450
H: -2.214 -3.159 3.905
H: -0.229 -0.676 4.812
H: -0.595 -2.336 5.645
H: 2.653 -0.542 2.240
C: 2.759 -2.171 -4.235
C: 2.877 -2.753 -2.830
C: 1.664 -2.438 -1.952
C: 1.516 -0.933 -1.802
N: 1.393 0.316 -1.677
H: 2.709 -1.077 -4.217
H: 3.634 -2.445 -4.834
H: 1.865 -2.550 -4.743
H: 3.788 -2.363 -2.359
H: 2.993 -3.840 -2.904
H: 1.790 -2.888 -0.962
H: 0.750 -2.847 -2.397
C: 1.494 4.936 -2.432
C: 0.995 3.945 -3.479
C: -0.506 4.070 -3.749
C: -1.282 3.798 -2.470
N: -1.926 3.573 -1.410
H: 1.023 4.766 -1.458
H: 2.575 4.830 -2.293
H: 1.289 5.967 -2.739
H: 1.229 2.927 -3.143
H: 1.542 4.109 -4.413
H: -0.811 3.349 -4.515
H: -0.749 5.074 -4.112

A structure of composition C4H4 at a distorted geometry, computed with ωB97M-V/def2-TZVPD.

Output
Molar mass: 52.1 g/mol
Gap between HOMO and LUMO (alpha / beta): 0.314 / 0.314 Eh
ΔE to the lowest compared entry with this formula, charge and spin: 79.98 kcal per mole
Total energy: -4206.690 eV
HOMO (alpha / beta): -8.39 / -8.39 eV

Element x y z (Å)
C: 1.157 0.227 1.382
C: 0.830 0.948 0.346
C: -0.097 0.123 -0.193
C: -0.925 -0.669 -0.752
H: 0.876 -0.851 1.413
H: 0.885 1.993 0.098
H: -1.512 -0.117 -1.571
H: -1.214 -1.655 -0.724